Record 1
16
Properties=species:S:1:pos:R:3:forces:R:3 method="wB97M-V/def2-TZVPD" e_homo_ha=-0.326 de_lowest_ev=5.974 gap_ev=9.88 e_tot_ha=-325.7180
C 1.777282 -0.949471 1.032106 0.17 0.02 0.09
C -0.077911 -1.804074 -0.747480 -0.65 -0.02 -0.04
N -1.164061 -1.300134 -0.211711 0.25 -0.12 -0.11
C -0.590160 -0.396361 -1.150118 -0.17 0.25 -0.25
C -0.153691 0.939069 -0.599633 0.12 -0.08 -0.28
C -1.247347 1.852339 -0.245217 -0.14 0.19 -0.11
O -0.505529 1.169479 0.758474 0.04 -0.07 0.12
H 2.233764 -0.130871 0.468558 0.06 -0.15 0.15
H 2.513506 -1.448447 1.657800 0.11 0.17 0.12
H 0.962365 -0.545542 1.641128 0.22 -0.16 -0.08
H 1.394812 -1.708870 0.331403 0.30 0.33 0.36
H -1.477895 -1.140749 0.737935 -0.22 -0.27 -0.16
H -1.083847 -0.333218 -2.115892 -0.18 0.10 0.09
H 0.803653 1.367023 -0.896768 -0.13 -0.13 0.03
H -1.113202 2.932095 -0.284845 0.04 -0.17 0.05
H -2.271739 1.497733 -0.375740 0.19 0.10 0.01

Record 2
70
Properties=species:S:1:pos:R:3:forces:R:3 method="wB97M-V/def2-TZVPD" charge=+1 e_homo_ha=-0.443 de_lowest_ev=0.000 gap_ev=7.93 e_tot_ha=-5482.9304
Hf -0.020855 0.844587 0.591322 0.11 -0.56 -0.45
Cl 1.160138 -6.399070 0.708567 0.00 -0.01 0.00
C 0.729441 -4.764936 0.373859 0.01 -0.01 0.02
C 0.983582 -3.789214 1.328700 0.00 -0.03 -0.01
C 0.623036 -2.500631 1.009913 -0.05 0.06 -0.07
Cl 0.910576 -1.172513 2.125472 0.10 0.02 0.07
C 0.020877 -2.134183 -0.188469 0.12 0.00 0.04
O -0.276748 -0.843987 -0.404585 -0.07 0.27 0.10
C -0.204300 -3.137623 -1.124825 0.04 0.03 0.03
Cl -0.896192 -2.712145 -2.640372 -0.02 0.00 -0.05
C 0.145442 -4.448864 -0.843577 -0.02 0.02 -0.04
H 1.446217 -4.038727 2.272582 0.00 0.01 0.00
H -0.035543 -5.221795 -1.576834 0.00 0.00 0.00
C 4.002741 5.400316 -0.730390 0.01 0.00 0.01
C 2.483644 5.586826 -0.870148 0.00 0.00 0.00
C 1.733383 4.255419 -0.714370 0.01 -0.01 0.01
C 2.592490 3.119143 -1.284586 -0.01 -0.04 -0.02
C 3.814306 2.910153 -0.365281 0.00 0.00 0.00
C 4.308668 4.246766 0.218527 0.00 0.00 0.00
P 1.636207 1.572472 -1.469207 -0.01 0.02 0.13
C 2.714251 0.137473 -1.849926 0.00 0.01 0.00
C 3.517296 -0.419714 -0.671017 0.03 -0.01 -0.01
C 3.931768 -1.864167 -0.991457 -0.02 0.00 0.00
C 4.266310 -2.034845 -2.485928 0.00 0.00 0.00
C 4.753395 -0.719567 -3.086736 0.00 0.00 0.00
C 3.631024 0.332695 -3.074281 0.00 0.01 0.02
C 0.498067 1.652990 -2.917575 -0.04 -0.02 0.02
C 0.999283 2.461467 -4.136456 0.00 0.02 0.00
C 0.333467 3.832463 -4.207706 0.00 -0.01 0.00
C -1.188885 3.702537 -4.384444 0.00 0.01 0.01
C -1.746128 2.438970 -3.707732 0.01 -0.02 0.00
C -0.911042 2.096345 -2.478217 0.02 0.02 -0.02
H 4.462996 6.322154 -0.375975 0.00 0.00 0.00
H 4.452571 5.192701 -1.706007 0.00 0.00 0.00
H 2.251133 6.029214 -1.841467 0.00 -0.01 0.00
H 2.119622 6.285256 -0.114959 0.00 0.00 0.00
H 0.753212 4.316605 -1.185824 -0.02 0.00 -0.01
H 1.545489 4.042868 0.342545 0.00 0.00 0.00
H 2.933871 3.403393 -2.284693 -0.01 0.00 -0.01
H 4.614776 2.425171 -0.927861 0.00 0.01 -0.01
H 3.553651 2.235229 0.457412 0.00 -0.01 0.01
H 5.377037 4.180220 0.423523 0.00 -0.01 0.00
H 3.821883 4.434520 1.178870 0.00 0.00 0.00
H 1.960205 -0.621732 -2.100148 0.00 0.00 0.00
H 2.950966 -0.390558 0.266426 -0.02 -0.01 0.01
H 4.399412 0.199416 -0.502613 -0.01 -0.01 0.00
H 3.121615 -2.546194 -0.716174 0.01 0.00 0.00
H 4.790971 -2.135060 -0.375930 0.01 0.01 0.00
H 3.381000 -2.370389 -3.034972 0.00 0.00 0.00
H 5.015036 -2.816030 -2.613157 0.00 0.00 0.00
H 5.105543 -0.863630 -4.108001 0.00 0.00 0.00
H 5.611908 -0.357770 -2.514545 -0.01 0.00 0.00
H 3.033665 0.252528 -3.985043 0.00 0.00 0.00
H 4.067809 1.334937 -3.071372 0.01 0.01 0.00
H 0.424015 0.598692 -3.206503 0.00 -0.01 0.00
H 0.754334 1.900743 -5.042022 0.00 0.00 0.00
H 2.085698 2.556837 -4.131748 0.01 0.00 0.00
H 0.761265 4.408672 -5.028266 -0.01 0.00 0.00
H 0.560137 4.393255 -3.296943 0.00 0.00 -0.01
H -1.439927 3.682308 -5.445873 0.01 -0.01 0.00
H -1.675561 4.586437 -3.968605 0.00 0.00 0.00
H -1.715668 1.589388 -4.396182 -0.01 0.01 0.00
H -2.791631 2.579834 -3.435587 0.00 0.01 0.00
H -1.391521 1.282649 -1.912275 -0.01 -0.01 0.00
H -0.871645 2.966369 -1.819264 0.01 0.02 0.00
O -1.695548 0.888810 2.000457 -0.14 -0.03 0.04
Se -1.092931 2.434275 2.271471 0.03 0.20 0.07
O -1.666790 3.431756 3.337124 -0.11 0.15 0.14
O -1.006760 2.796374 0.618333 0.08 -0.05 0.04
O 0.532483 1.912780 2.362942 -0.01 -0.02 -0.04

Record 3
78
Properties=species:S:1:pos:R:3:forces:R:3 method="wB97M-V/def2-TZVPD" e_homo_ha=-0.348 de_lowest_ev=0.000 gap_ev=8.40 e_tot_ha=-1538.4386
N 16.343940 -14.713900 12.562120 0.55 1.84 0.42
H 16.717030 -14.410520 13.450300 0.52 -0.52 0.54
H 17.001180 -14.396890 11.863810 0.30 0.01 -0.51
H 15.501890 -14.158460 12.511790 -0.82 -0.55 -0.60
H 16.289970 -15.720220 12.494970 -0.39 -1.40 -0.17
N 18.013160 -17.674890 12.129660 0.42 -0.79 0.65
O 18.738600 -16.738910 12.402130 1.27 2.28 0.43
O 16.861680 -17.479610 11.807930 -3.12 1.21 -0.91
O 18.405830 -18.814390 12.253880 1.00 -2.03 0.15
C 19.137910 -21.871850 13.562350 0.27 -0.88 0.48
O 18.401870 -20.918410 14.286260 -0.03 0.63 0.42
H 19.433570 -22.680880 14.230290 -0.23 -0.03 0.17
H 18.473500 -22.290380 12.806380 0.55 -0.07 -0.48
H 20.083020 -21.449620 13.220860 -0.15 -0.01 -0.64
H 18.285160 -20.222550 13.635300 -0.51 0.46 0.00
C 16.466170 -17.015290 15.003850 1.53 0.51 0.05
O 15.255820 -16.346780 14.800410 -1.68 0.35 0.14
H 17.188910 -16.300430 14.610500 0.93 -0.70 -0.21
H 16.762950 -17.155430 16.043260 -0.42 -0.22 0.11
H 16.474980 -17.966060 14.470860 0.03 0.17 0.03
H 15.026110 -15.838950 15.582040 -0.03 0.02 0.12
C 17.946840 -21.316170 9.895730 -0.61 0.62 -0.14
O 19.184350 -20.802540 10.371780 -0.12 -0.94 -0.51
H 17.142600 -21.247720 10.628270 0.06 0.01 0.32
H 17.587610 -20.754790 9.033240 0.09 0.35 -0.17
H 17.943330 -22.345810 9.538050 0.81 -0.18 0.36
H 19.021880 -20.196490 11.098350 -0.21 0.15 -0.06
C 20.483450 -17.394700 9.126240 -0.16 -0.98 0.04
C 21.690780 -16.583980 8.657420 -1.04 -0.45 0.99
C 21.908010 -16.738930 7.165540 0.38 0.94 -0.66
O 21.485530 -15.233580 9.044700 -0.09 1.07 -1.09
H 19.520270 -17.058870 8.742050 0.16 0.47 -0.37
H 20.348230 -17.445900 10.206610 0.40 0.18 0.09
H 20.563200 -18.430420 8.796040 0.12 -0.17 0.00
H 22.576680 -16.872780 9.222990 0.18 -0.67 -0.27
H 22.643270 -16.004610 6.836490 0.35 -0.08 0.08
H 21.060460 -16.508920 6.519890 -0.55 0.03 0.48
H 22.240310 -17.721730 6.831190 0.12 -0.10 0.52
H 21.411360 -15.190660 10.000870 0.06 -0.42 0.28
C 12.512580 -20.511710 14.944820 0.66 -0.17 -0.48
C 13.653800 -19.514890 14.718090 -0.52 -0.37 -0.77
C 14.234230 -19.528170 13.282090 -0.36 0.08 0.71
O 13.104660 -18.257850 15.001180 -0.41 0.72 0.59
H 12.290640 -20.659130 16.001750 0.13 0.07 -0.01
H 12.847390 -21.450390 14.503360 -0.29 -0.28 0.14
H 11.595150 -20.192370 14.450410 0.11 0.10 -0.13
H 14.458190 -19.770560 15.407790 0.22 0.05 0.21
H 14.982670 -18.741820 13.184090 0.28 -0.19 0.10
H 13.490210 -19.254840 12.533880 -0.26 -0.33 0.07
H 14.673210 -20.507180 13.089900 0.10 0.08 -0.27
H 13.800870 -17.610030 15.132400 0.17 0.05 -0.31
C 13.526730 -18.693080 8.935400 -0.30 -0.37 -0.61
C 14.218130 -17.382750 9.260990 0.37 -0.25 -0.98
C 13.643060 -16.154640 8.614620 -0.84 0.15 -0.62
O 14.124050 -17.184520 10.616810 0.68 0.37 2.35
H 12.592980 -18.860770 9.472150 -0.29 0.76 -0.04
H 14.078590 -19.576940 9.255320 0.59 0.16 -0.27
H 13.328860 -18.728870 7.864110 -0.01 -0.36 -0.08
H 15.263870 -17.451460 8.961320 0.29 -0.18 -0.01
H 14.061040 -15.931320 7.633030 -0.30 -0.34 -0.21
H 13.785460 -15.240800 9.191450 0.18 -0.25 0.33
H 12.571660 -16.352590 8.582640 -0.22 0.51 -0.45
H 14.975860 -17.469920 10.955280 -0.02 -0.19 0.66
C 21.189490 -13.776800 12.779200 -0.41 0.21 -0.02
C 21.948620 -15.065110 12.919310 0.13 0.05 1.41
C 21.809140 -15.591000 14.366610 0.22 -0.53 -0.34
O 21.478270 -16.079040 12.047800 0.75 0.52 -0.49
H 20.174860 -13.942960 13.141150 -0.35 0.07 -0.22
H 21.192430 -13.442060 11.741880 -0.14 0.16 0.03
H 21.605190 -13.005850 13.427990 0.17 0.06 -0.12
H 22.980340 -14.820270 12.666890 0.17 -0.57 -0.09
H 20.750990 -15.797470 14.527240 -0.16 -0.06 0.09
H 22.140490 -14.985800 15.210440 0.14 0.47 -0.37
H 22.330810 -16.543860 14.456090 -0.04 -0.06 -0.04
H 20.550650 -16.238850 12.236450 -0.42 -0.22 0.08
O 20.198650 -18.532270 14.905150 0.20 0.37 0.37
H 19.624360 -19.287260 14.777090 -0.24 -0.55 0.07
H 20.152420 -18.052560 14.078120 0.02 0.11 -0.36